# 1
The following is a quantum chemistry calculation of a 8-piece molecular cluster, C51H106F2N8O11S2 overall, from the OMol25 dataset.

Geometry as XYZ:
```
180
Properties=species:S:1:pos:R:3:forces:R:3:mulliken_charge:R:1
C 5.705 -7.972 27.579 -0.1 -1.5 0.0 -0.148
C 5.967 -9.063 26.578 -1.8 0.9 -1.5 -0.213
O 5.313 -9.269 25.588 1.6 -0.5 1.7 -0.460
N 7.257 -9.811 26.850 -0.2 -0.4 -1.1 0.003
H 7.540 -9.856 27.818 0.3 1.0 0.5 0.402
H 7.201 -10.804 26.676 -0.7 -0.6 -0.8 0.395
C 8.317 -9.265 25.857 -0.2 -0.5 0.6 -0.634
H 5.819 -8.527 28.510 0.2 0.7 0.6 0.519
H 4.667 -7.650 27.494 0.2 0.3 -0.3 -0.367
H 6.439 -7.176 27.453 0.0 0.0 0.3 0.500
H 8.608 -10.146 25.284 0.6 0.4 0.1 0.395
H 9.071 -8.820 26.507 0.3 0.0 -0.7 0.366
H 7.822 -8.575 25.174 0.2 0.1 0.3 0.229
C 1.304 -1.027 28.724 -1.4 -1.4 -1.9 -1.406
C 1.477 -1.481 27.272 4.0 1.7 0.3 0.673
O 2.513 -1.344 26.628 -3.3 -1.1 1.1 -0.408
N 0.227 -1.947 26.583 -0.8 1.1 -1.0 0.546
H 0.237 -2.918 26.305 1.2 -1.0 -1.0 0.060
H -0.604 -2.038 27.149 -0.3 1.0 1.0 0.607
C -0.043 -0.994 25.379 -0.8 -1.0 0.5 -0.390
H 0.702 -1.843 29.123 0.2 0.0 0.9 0.517
H 0.562 -0.234 28.628 0.3 0.6 0.5 0.475
H 2.223 -0.813 29.269 -0.3 0.2 -0.4 0.343
H -0.221 0.007 25.774 1.0 0.1 -0.1 0.412
H -1.021 -1.226 24.957 0.2 -0.6 -0.1 0.054
H 0.749 -1.208 24.661 -0.1 0.7 0.2 0.275
C 4.958 -5.872 32.953 -1.5 -0.6 0.0 -1.529
C 5.279 -4.498 32.308 3.1 1.4 -1.5 1.469
C 6.429 -4.771 31.331 1.1 -2.2 -0.6 -1.745
C 6.086 -5.651 30.130 -1.0 1.2 -1.2 -0.178
C 5.080 -4.870 29.244 1.1 -1.6 1.6 -0.608
C 3.838 -4.562 30.127 1.0 -1.0 -3.9 2.605
N 4.288 -3.867 31.346 -9.8 0.0 5.9 0.765
O 3.186 -3.255 31.978 7.1 -2.7 -3.8 -0.194
C 2.982 -5.885 30.410 0.1 0.2 1.1 -1.367
C 3.136 -3.620 29.207 -1.7 3.2 1.3 -3.002
C 5.698 -3.372 33.251 -1.7 -0.3 1.2 -1.668
H 3.913 -5.966 33.248 0.1 0.2 0.3 0.448
H 5.565 -6.158 33.812 0.2 1.2 0.3 0.427
H 5.167 -6.744 32.334 -0.2 0.4 -0.6 0.267
H 7.020 -5.542 31.824 1.0 1.1 0.8 0.563
H 7.003 -3.930 30.942 0.0 0.2 0.7 0.444
H 5.643 -6.579 30.493 0.2 -0.2 -0.4 -0.088
H 6.992 -5.835 29.552 0.1 -0.2 0.2 0.561
H 4.780 -5.426 28.356 -0.3 0.1 0.1 -0.781
H 5.560 -3.952 28.905 -0.1 0.1 0.1 0.834
H 1.962 -5.908 30.026 0.3 0.8 -0.4 0.587
H 2.806 -6.064 31.471 0.4 0.2 0.1 0.463
H 3.469 -6.782 30.028 0.3 0.3 -0.1 -0.176
H 2.363 -3.149 29.813 -1.0 -0.5 -0.5 1.103
H 2.799 -3.874 28.201 0.2 -0.8 0.6 -0.436
H 3.705 -2.698 29.089 0.9 -0.2 -0.3 0.907
H 4.877 -3.253 33.958 0.0 0.0 0.3 0.447
H 5.721 -2.386 32.787 0.7 -0.2 -0.3 0.398
H 6.555 -3.654 33.862 0.2 0.2 -0.5 0.428
C -3.271 -4.900 22.357 -0.5 1.0 1.0 -0.700
C -4.660 -5.261 22.943 0.5 -1.8 0.5 1.139
C -4.325 -5.989 24.341 -2.3 1.3 1.5 -0.044
C -3.871 -5.050 25.505 -0.5 -0.6 -1.3 0.269
C -4.873 -3.931 25.720 -0.1 -1.1 -0.1 -1.764
C -5.118 -3.021 24.475 1.4 -0.6 1.6 1.402
N -5.400 -3.904 23.328 -7.5 0.4 -3.8 0.659
O -6.636 -3.622 22.663 8.5 -2.2 4.1 -0.231
C -3.758 -2.248 24.290 -1.6 1.7 -0.4 -1.538
C -6.364 -2.234 24.881 0.1 1.3 -0.4 -1.489
C -5.556 -6.204 22.041 1.3 1.5 0.3 -1.389
H -3.315 -3.993 21.753 0.2 -0.3 -0.4 0.360
H -2.736 -5.730 21.897 -0.6 0.0 -0.3 0.390
H -2.723 -4.684 23.273 0.6 0.3 -0.4 -0.305
H -3.844 -6.960 24.460 0.8 0.3 -1.5 -0.850
H -5.308 -6.308 24.688 -0.5 0.0 0.1 0.688
H -2.888 -4.625 25.307 0.2 -0.1 0.1 -0.567
H -3.793 -5.672 26.398 0.0 0.1 0.1 0.692
H -4.483 -3.353 26.558 -0.5 0.6 -0.2 0.423
H -5.895 -4.245 25.932 0.3 -0.7 0.7 0.521
H -3.686 -1.549 25.123 -0.8 0.3 0.1 0.546
H -4.025 -1.665 23.408 1.2 0.4 -0.2 0.487
H -2.737 -2.625 24.349 -0.6 -1.2 -0.9 -0.057
H -6.268 -1.804 25.878 0.4 -0.6 0.3 0.402
H -7.226 -2.901 24.858 0.0 0.2 0.0 0.488
H -6.584 -1.310 24.346 0.0 -0.4 -0.8 0.359
H -5.726 -5.673 21.105 -0.7 -0.1 0.1 0.431
H -6.437 -6.605 22.542 -0.1 0.4 -0.1 0.431
H -4.922 -7.041 21.747 0.2 0.0 0.3 0.283
C -1.673 -9.116 25.272 0.7 0.4 0.2 -1.686
C -1.917 -9.787 23.946 0.1 0.7 -0.3 1.720
C -0.867 -10.880 23.693 1.1 -0.9 -1.3 -1.233
C -1.054 -11.808 22.446 -2.0 0.0 0.8 -0.828
C -2.488 -12.485 22.556 0.7 1.3 0.4 -0.936
C -3.753 -11.632 23.008 1.5 0.1 -0.3 0.901
N -3.330 -10.456 23.976 -5.6 1.7 4.6 0.887
O -4.304 -10.025 24.915 6.9 -2.7 -6.4 -0.250
C -4.689 -12.575 23.744 -1.2 1.9 1.2 -1.691
C -4.485 -10.993 21.804 -0.8 0.1 -0.8 -1.401
C -1.870 -8.706 22.784 -1.5 -0.7 0.2 -1.430
H -2.346 -8.282 25.470 -0.4 -0.5 0.4 0.200
H -0.720 -8.587 25.251 0.2 -0.2 -0.5 0.049
H -1.533 -9.858 26.058 -0.7 0.2 0.3 0.742
H -0.592 -11.448 24.582 -0.9 -0.3 0.3 0.500
H 0.109 -10.431 23.506 -0.2 0.9 0.0 0.458
H -0.313 -12.608 22.444 0.0 0.0 0.3 0.486
H -0.881 -11.287 21.505 -0.3 0.3 0.1 0.366
H -2.407 -13.236 23.343 0.0 -0.3 -0.3 0.442
H -2.833 -12.912 21.615 0.3 -0.3 0.2 0.448
H -5.050 -13.443 23.191 0.4 0.2 -0.1 0.372
H -5.517 -11.909 23.984 -0.7 -0.5 -0.2 0.484
H -4.367 -12.800 24.761 0.6 -0.6 -0.3 0.430
H -5.524 -10.722 21.995 0.0 -0.2 0.6 0.401
H -4.539 -11.766 21.037 0.0 -0.3 0.2 0.460
H -4.135 -10.143 21.218 0.9 0.1 0.6 0.299
H -2.618 -7.929 22.944 -0.2 -0.2 0.3 -0.156
H -2.156 -9.203 21.856 0.5 0.2 -0.2 0.519
H -0.942 -8.137 22.732 0.3 -0.8 0.2 0.374
C -0.512 -13.252 30.829 -0.3 1.0 -1.5 -1.592
C 0.824 -12.434 30.797 -0.2 -1.8 1.1 1.157
C 2.043 -13.392 30.758 -0.7 0.0 -2.0 -1.162
C 3.333 -12.775 30.377 2.2 1.8 0.2 -0.807
C 3.243 -11.994 29.102 -2.3 -1.1 -1.3 -1.746
C 2.178 -10.841 29.084 2.8 0.1 0.1 2.863
N 0.867 -11.334 29.615 -5.4 5.9 3.9 0.687
O -0.180 -10.374 29.744 6.7 -6.4 -1.7 -0.240
C 2.093 -10.325 27.684 -2.9 -0.1 -1.6 -2.486
C 2.717 -9.607 29.924 -0.2 0.4 0.8 -1.407
C 0.825 -11.668 32.110 -0.1 1.7 0.9 -1.522
H -0.682 -13.719 29.859 -0.1 0.2 -0.2 0.428
H -1.299 -12.533 31.056 -0.2 -0.2 -0.2 0.443
H -0.644 -14.089 31.516 1.0 0.3 0.5 0.386
H 1.854 -14.055 29.914 -0.3 -0.5 0.0 0.428
H 2.168 -14.055 31.614 -0.6 0.5 0.3 0.481
H 4.040 -13.570 30.140 0.3 0.1 0.7 0.487
H 3.736 -12.028 31.062 0.2 -0.7 1.0 0.338
H 2.927 -12.815 28.458 -0.9 0.3 -0.9 0.496
H 4.111 -11.719 28.503 0.5 0.6 0.9 0.433
H 1.319 -9.558 27.704 0.5 0.7 -0.3 0.506
H 1.599 -11.050 27.037 0.1 -0.5 0.0 0.641
H 2.967 -10.059 27.092 0.3 0.2 0.9 0.036
H 3.206 -9.842 30.870 -0.2 -0.5 0.0 0.407
H 2.009 -8.811 30.153 -0.8 -0.5 -0.1 0.612
H 3.455 -9.014 29.385 0.2 -0.7 -0.7 -0.202
H 1.679 -11.053 32.392 0.6 -0.5 -0.4 0.288
H 0.675 -12.411 32.893 0.1 -0.1 -0.1 0.462
H 0.030 -10.929 32.212 -0.5 -0.4 -0.4 0.471
C 3.375 -5.634 21.262 -0.9 -1.1 0.4 -1.568
C 4.384 -4.545 21.789 -3.3 -1.0 -0.3 1.180
C 3.528 -3.278 21.809 0.2 2.8 -0.6 -1.273
C 4.004 -2.033 22.725 0.1 -3.2 -1.0 -1.085
C 4.101 -2.711 24.068 0.2 1.1 1.5 -0.672
C 5.194 -3.803 24.186 -0.6 0.0 1.4 1.676
N 4.820 -4.860 23.195 6.4 -7.1 -0.8 1.173
O 5.440 -6.126 23.346 -4.4 7.9 -0.5 -0.318
C 5.206 -4.465 25.585 -0.7 0.7 0.2 -2.240
C 6.619 -3.171 23.974 0.2 -0.7 -0.4 -1.587
C 5.544 -4.612 20.832 2.6 -0.3 0.6 -1.505
H 3.710 -6.665 21.149 0.9 0.3 0.0 0.443
H 2.938 -5.379 20.296 0.6 0.6 -0.1 0.473
H 2.487 -5.787 21.876 0.2 0.6 0.5 0.171
H 2.488 -3.554 21.981 0.1 0.1 0.5 0.414
H 3.520 -2.888 20.792 0.1 -0.3 -0.2 0.555
H 3.382 -1.138 22.717 -0.2 -0.4 -0.2 0.444
H 5.003 -1.770 22.376 -0.1 0.3 0.0 0.414
H 3.146 -3.083 24.438 -0.3 -0.5 -0.4 -0.045
H 4.292 -1.941 24.817 0.6 -0.1 0.3 0.711
H 4.267 -4.971 25.807 0.1 -0.5 -0.3 0.341
H 5.189 -3.668 26.328 0.4 0.3 -0.1 0.500
H 6.089 -5.074 25.780 -0.2 -0.1 -0.3 0.462
H 7.432 -3.782 24.369 -0.2 -0.7 -0.4 0.402
H 6.721 -2.303 24.625 -0.7 0.4 -0.4 0.408
H 6.822 -2.952 22.925 0.1 0.3 0.3 0.383
H 6.295 -3.870 21.102 -0.1 0.3 -0.5 0.319
H 5.357 -4.622 19.759 -0.8 0.5 0.3 0.456
H 6.068 -5.553 20.995 -0.1 -0.2 0.1 0.432
N 0.778 -4.752 25.857 1.0 -0.1 5.2 -0.272
S 1.121 -5.914 26.945 1.6 -2.6 4.1 0.492
O 2.587 -6.090 27.104 -3.0 0.1 -0.7 -0.144
O 0.198 -7.051 27.093 2.3 1.8 -1.6 -0.615
F 0.735 -5.200 28.277 -0.1 1.6 0.2 -0.343
S 0.579 -5.624 24.661 -0.6 -3.0 -8.9 0.490
O -0.689 -6.307 24.566 0.9 0.8 0.2 -0.227
O 1.734 -6.356 24.084 -2.1 1.6 2.1 -0.587
F 0.429 -4.357 23.712 -0.1 0.0 -0.6 -0.392
```
Forces are in eV/Å.

Its total charge is +6. The frontier orbital gap is 6.083 eV. As for the HOMO energy: -21.979 eV. Its spin multiplicity is 1.



# 2
The following is a quantum chemistry calculation of one molecule with the formula C5H10O, from the OMol25 dataset.

Geometry as XYZ:
```
16
Properties=species:S:1:pos:R:3:forces:R:3:nbo_charge:R:1
C 2.215 0.054 -0.067 0.0 0.0 0.0 -0.599
C 1.054 -0.497 -0.911 0.1 -0.4 -0.3 -0.440
C -0.208 -0.512 -0.124 0.3 0.2 -0.2 0.323
O -0.109 -1.204 1.044 0.1 0.0 0.3 -0.685
C -2.255 0.824 0.666 1.8 -2.0 -1.5 -0.751
C -1.258 0.234 -0.427 1.4 1.3 1.0 -0.343
H 3.140 0.029 -0.651 -0.1 0.0 0.1 0.210
H 2.361 -0.549 0.834 0.0 0.1 -0.2 0.219
H 2.041 1.091 0.246 -0.1 -0.2 -0.1 0.205
H 1.289 -1.506 -1.248 0.2 -0.1 -0.1 0.207
H 0.898 0.142 -1.787 0.0 -0.2 0.1 0.213
H -0.967 -1.174 1.490 0.3 0.0 -0.1 0.481
H -2.063 0.476 1.691 -0.1 -0.3 -0.5 0.192
H -1.978 1.896 0.673 -1.6 -0.4 -0.6 0.250
H -2.773 0.058 0.010 -2.7 2.0 1.5 0.304
H -1.387 0.638 -1.437 0.3 0.1 0.5 0.214
```
Forces are in eV/Å.

As for the relative energy (zero: lowest compared OMol25 entry of this formula, charge and spin): 277.9 kJ/mol. The frontier orbital gap is 8.929 eV. As for the HOMO energy: -8.102 eV. Its spin multiplicity is 1.



no.,F_max (eV/Å)
1,11.4
2,3.7